Entry 1:
57
Properties=species:S:1:pos:R:3:lowdin_charge:R:1 method="wB97M-V/def2-TZVPD" total_energy_ha=-1442.23020 s2=2.02 homo_energy_ev="-21.930 / -21.946" multiplicity=3 mol_weight_g_mol=527.38 charge=+4
W -0.23 0.28 0.05 1.673
C -1.86 -1.43 2.10 -0.147
C -2.18 -2.19 0.83 -0.127
N -1.23 -1.81 -0.26 -0.163
C -1.90 -2.04 -1.58 -0.201
C -2.72 -0.84 -2.07 -0.334
S -2.36 0.76 -1.23 0.952
C -3.62 0.73 0.13 -0.330
C -3.12 0.63 1.58 -0.183
N -1.76 0.02 1.78 -0.160
H -0.92 -1.77 2.56 0.120
H -2.65 -1.62 2.84 0.162
H -3.20 -1.95 0.51 0.132
H -2.15 -3.26 1.02 0.168
H -0.48 -2.51 -0.22 0.109
H -2.57 -2.90 -1.50 0.158
H -1.16 -2.33 -2.33 0.120
H -3.79 -1.00 -1.99 0.110
H -2.53 -0.65 -3.14 0.109
H -4.31 -0.07 -0.12 0.096
H -4.18 1.66 0.01 0.112
H -3.86 0.03 2.13 0.157
H -3.15 1.61 2.05 0.134
H -1.42 0.45 2.65 0.153
N 1.44 -0.47 1.49 -0.051
C 1.63 -1.96 1.58 -0.199
C 2.64 -2.54 0.58 -0.148
C 2.83 -1.84 -0.77 -0.165
C 1.66 -1.87 -1.77 -0.162
N 0.80 -0.64 -1.78 -0.063
H 2.37 -0.08 1.32 0.119
H 1.23 -0.15 2.45 0.124
H 0.66 -2.44 1.47 0.079
H 2.00 -2.22 2.57 0.148
H 2.39 -3.58 0.42 0.139
H 3.63 -2.54 1.05 0.139
H 3.65 -2.38 -1.25 0.148
H 3.19 -0.82 -0.62 0.087
H 1.05 -2.76 -1.59 0.120
H 2.08 -1.98 -2.77 0.152
H 0.11 -0.80 -2.54 0.105
H 1.40 0.09 -2.21 0.098
O -0.83 2.32 1.01 -0.191
C -0.17 3.57 0.72 -0.091
C 1.09 3.29 -0.02 -0.222
C 1.95 4.36 -0.25 0.055
C 3.13 4.17 -0.93 0.063
C 3.42 2.87 -1.34 0.029
C 2.53 1.85 -1.06 -0.115
N 1.34 2.02 -0.41 -0.015
H -1.71 2.58 1.34 0.115
H 0.05 4.09 1.66 0.171
H -0.82 4.22 0.11 0.171
H 1.66 5.34 0.09 0.155
H 3.81 4.99 -1.14 0.155
H 4.34 2.64 -1.86 0.146
H 2.81 0.86 -1.36 0.083

Entry 2:
9
Properties=species:S:1:pos:R:3:lowdin_charge:R:1 method="wB97M-V/def2-TZVPD" total_energy_ha=-458.55682 smiles=CC#CP homo_energy_ev=-9.026 e_above_lowest_kcal_mol=15.49 mol_weight_g_mol=72.05
C 0.40 -0.06 -0.20 -0.172
C -0.81 -0.02 -0.23 -0.482
C 1.87 -0.02 -0.14 -0.095
P -2.50 -0.42 -0.19 0.721
H 2.06 -0.15 0.93 0.078
H 2.15 -0.88 -0.78 0.088
H 2.39 0.86 -0.32 0.050
H -3.25 0.84 -0.32 -0.110
H -2.30 -0.14 1.24 -0.078

Entry 3:
52
Properties=species:S:1:pos:R:3:lowdin_charge:R:1 method="wB97M-V/def2-TZVPD" total_energy_ha=-2886.13264 homo_energy_ev=-13.316 e_above_lowest_kcal_mol=12.83 mol_weight_g_mol=459.32 charge=+1
K -1.09 1.75 -0.51 0.847
C -3.17 -3.17 1.28 -0.051
O -3.41 -2.14 2.26 -0.183
P -2.46 -0.90 2.36 0.379
O -2.41 -0.04 1.16 -0.308
O -1.04 -1.53 2.78 -0.223
C 0.10 -0.70 2.93 -0.081
O -3.04 -0.18 3.65 -0.177
C -2.70 -0.62 4.95 -0.111
H -2.10 -3.37 1.26 0.073
H -3.58 -2.90 0.31 0.084
H -3.68 -4.08 1.56 0.098
H 0.02 0.18 2.29 0.083
H 1.00 -1.24 2.64 0.088
H 0.26 -0.38 3.96 0.094
H -3.55 -0.62 5.64 0.097
H -1.97 0.01 5.45 0.092
H -2.38 -1.66 5.00 0.095
C 4.37 2.05 -0.49 -0.083
O 4.02 3.44 -0.46 -0.186
P 2.51 3.85 -0.63 0.392
O 1.55 2.96 0.06 -0.298
O 2.35 3.90 -2.23 -0.181
C 1.12 4.24 -2.80 -0.130
O 2.35 5.37 -0.21 -0.191
C 3.17 6.09 0.70 -0.080
H 5.07 1.85 -1.30 0.096
H 3.57 1.32 -0.61 0.086
H 4.90 1.84 0.44 0.096
H 0.84 5.30 -2.72 0.099
H 0.28 3.66 -2.42 0.058
H 1.04 4.12 -3.88 0.098
H 2.50 6.58 1.41 0.094
H 3.80 6.84 0.23 0.096
H 3.82 5.45 1.29 0.089
C -0.29 -4.00 -3.73 -0.113
O 0.03 -2.69 -3.28 -0.196
P -0.55 -2.22 -1.85 0.396
O -0.09 -0.90 -1.45 -0.268
O -2.12 -2.48 -2.01 -0.238
C -2.88 -1.53 -2.81 -0.053
O -0.17 -3.43 -0.89 -0.197
C 0.86 -3.24 0.08 -0.090
H -1.14 -4.47 -3.24 0.088
H 0.52 -4.72 -3.58 0.094
H -0.48 -3.99 -4.80 0.095
H -2.24 -0.69 -3.05 0.080
H -3.70 -1.21 -2.17 0.092
H -3.32 -2.06 -3.65 0.097
H 0.45 -3.34 1.09 0.079
H 1.39 -2.29 0.05 0.082
H 1.64 -3.99 -0.07 0.098

Entry 4:
61
Properties=species:S:1:pos:R:3:lowdin_charge:R:1 method="wB97M-V/def2-TZVPD" total_energy_ha=-3261.09950 homo_energy_ev=-13.998 e_above_lowest_kcal_mol=13.59 mol_weight_g_mol=560.99 charge=+2
Sc 1.30 -0.29 0.95 0.731
Cl 1.29 2.15 1.84 0.772
C 0.39 3.20 0.77 -0.586
C 0.15 4.50 1.17 -0.069
C -0.54 5.36 0.33 -0.027
C -0.99 4.92 -0.90 -0.029
C -0.76 3.62 -1.30 -0.067
C -0.08 2.73 -0.47 -0.363
P 0.30 1.05 -1.07 1.052
C -1.26 0.11 -0.84 -0.413
C -2.52 0.70 -0.80 -0.072
C -3.65 -0.11 -0.75 -0.042
C -3.52 -1.49 -0.73 -0.039
C -2.26 -2.08 -0.74 -0.050
C -1.14 -1.28 -0.78 -0.140
C 0.38 1.31 -2.87 -0.371
C 1.48 2.03 -3.34 -0.086
C 1.55 2.36 -4.68 -0.048
C 0.54 1.98 -5.55 -0.043
C -0.53 1.24 -5.08 -0.050
C -0.62 0.90 -3.74 -0.071
H 0.53 4.85 2.11 0.121
H -0.73 6.38 0.64 0.125
H -1.51 5.60 -1.57 0.124
H -1.08 3.27 -2.27 0.117
H -2.62 1.77 -0.82 0.111
H -4.63 0.34 -0.75 0.119
H -4.40 -2.11 -0.72 0.120
H -2.17 -3.15 -0.75 0.119
H -0.13 -1.73 -0.86 0.099
H 2.27 2.33 -2.65 0.115
H 2.40 2.93 -5.05 0.118
H 0.60 2.25 -6.59 0.119
H -1.31 0.93 -5.76 0.118
H -1.46 0.32 -3.39 0.106
C 6.03 -4.26 1.67 0.002
C 4.78 -3.55 1.31 -0.277
C 3.57 -4.22 1.02 0.023
C 2.44 -3.45 0.89 -0.094
N 2.46 -2.10 0.92 -0.101
C 3.72 -1.55 1.03 -0.826
S 3.79 0.15 0.83 0.672
N 4.82 -2.23 1.27 0.130
H 5.88 -5.32 1.78 0.091
H 6.44 -3.83 2.59 0.105
H 6.78 -4.07 0.90 0.108
H 3.53 -5.29 0.94 0.124
H 1.47 -3.91 0.76 0.121
N -4.20 -1.37 4.05 0.184
C -3.02 -1.15 3.47 -0.287
C -2.05 -2.16 3.33 0.017
C -0.85 -1.88 2.72 -0.114
N -0.52 -0.67 2.20 -0.088
C -1.46 0.30 2.34 -0.148
C -2.68 0.11 2.94 0.020
H -4.39 -2.25 4.51 0.130
H -4.86 -0.62 4.18 0.131
H -2.24 -3.14 3.73 0.126
H -0.09 -2.65 2.65 0.115
H -1.23 1.29 1.97 0.085
H -3.38 0.94 3.02 0.129

Entry 5:
85
Properties=species:S:1:pos:R:3:lowdin_charge:R:1 method="wB97M-V/def2-TZVPD" total_energy_ha=-4319.02567 homo_energy_ev=-10.196 e_above_lowest_kcal_mol=0.00 mol_weight_g_mol=821.63 charge=+1
La -0.37 1.30 -0.08 1.517
C -4.25 -2.67 1.89 -0.074
C -3.74 -1.60 0.92 -0.699
C -3.30 -2.30 -0.38 -0.104
C -4.89 -0.65 0.57 -0.090
P -2.27 -0.63 1.53 1.061
C -1.13 -1.96 2.14 -0.289
N 0.14 -1.92 1.46 -0.049
B 0.73 -0.82 0.71 -0.595
N 2.01 -1.36 0.31 -0.052
C 3.05 -0.74 -0.48 -0.295
P 2.52 0.92 -1.09 1.046
C 3.41 2.14 0.00 -0.707
C 4.94 2.14 -0.11 -0.072
C 3.01 1.79 1.44 -0.097
C 2.90 3.56 -0.28 -0.093
C 3.06 0.96 -2.86 -0.706
C 2.10 0.05 -3.63 -0.108
C 2.93 2.38 -3.42 -0.089
C 4.50 0.47 -3.09 -0.072
C 2.15 -2.67 0.76 -0.178
C 3.19 -3.57 0.60 -0.011
C 3.05 -4.83 1.17 -0.087
C 1.91 -5.17 1.88 -0.088
C 0.87 -4.27 2.05 -0.010
C 1.00 -3.01 1.47 -0.177
C -2.65 0.41 3.02 -0.714
C -1.28 0.95 3.47 -0.104
C -3.32 -0.29 4.20 -0.072
C -3.49 1.62 2.60 -0.089
H -5.11 -3.16 1.43 0.095
H -4.58 -2.26 2.85 0.065
H -3.52 -3.45 2.09 0.076
H -4.11 -2.94 -0.70 0.097
H -2.41 -2.91 -0.25 0.085
H -3.10 -1.58 -1.17 0.022
H -5.63 -1.20 -0.02 0.095
H -4.56 0.21 -0.02 0.081
H -5.40 -0.28 1.46 0.073
H -1.62 -2.93 1.95 0.076
H -1.02 -1.90 3.22 0.100
H 3.29 -1.36 -1.35 0.089
H 3.99 -0.65 0.08 0.103
H 5.37 1.14 0.00 0.083
H 5.36 2.76 0.68 0.094
H 5.27 2.55 -1.06 0.074
H 3.29 0.78 1.75 0.087
H 1.93 1.87 1.61 0.039
H 3.47 2.50 2.12 0.099
H 3.17 3.93 -1.26 0.066
H 3.33 4.24 0.46 0.098
H 1.81 3.64 -0.19 0.060
H 1.08 0.41 -3.59 0.034
H 2.11 -0.98 -3.27 0.082
H 2.41 0.03 -4.68 0.097
H 1.95 2.81 -3.21 0.083
H 3.05 2.35 -4.50 0.096
H 3.69 3.05 -3.02 0.070
H 4.67 -0.55 -2.73 0.079
H 5.24 1.12 -2.63 0.066
H 4.70 0.46 -4.16 0.095
H 4.09 -3.31 0.05 0.108
H 3.85 -5.56 1.06 0.104
H 1.83 -6.16 2.31 0.104
H -0.01 -4.54 2.62 0.107
H -0.57 0.18 3.79 0.088
H -1.42 1.66 4.28 0.101
H -0.80 1.52 2.66 0.025
H -2.85 -1.24 4.45 0.083
H -4.37 -0.49 4.00 0.076
H -3.28 0.35 5.08 0.093
H -3.02 2.20 1.80 0.062
H -3.59 2.30 3.46 0.097
H -4.49 1.36 2.27 0.067
Cl -1.24 -0.69 -2.73 0.685
C -2.05 0.87 -2.98 -0.678
C -1.79 1.80 -2.01 -0.449
C -2.34 3.04 -2.16 -0.681
Cl -1.98 4.27 -0.89 0.586
C -3.17 3.38 -3.22 -0.707
Cl -3.86 4.94 -3.37 0.715
C -3.42 2.40 -4.20 -0.687
Cl -4.42 2.76 -5.53 0.722
C -2.85 1.12 -4.09 -0.703
Cl -3.12 -0.08 -5.28 0.721

Entry 6:
21
Properties=species:S:1:pos:R:3:lowdin_charge:R:1 method="wB97M-V/def2-TZVPD" total_energy_ha=-603.04445 smiles="CN(C)[C@@](N)(C(N)=O)[N+](=O)[O-]" homo_energy_ev=-8.792 e_above_lowest_kcal_mol=0.00 mol_weight_g_mol=162.15
C -1.03 1.38 -0.31 -0.490
C 1.20 0.20 -1.66 -0.060
C 1.42 -1.44 0.09 -0.084
C -0.44 0.08 0.24 -0.338
N -1.02 2.37 0.63 0.192
N -0.28 0.07 1.70 0.090
N 0.69 -0.33 -0.43 -0.211
N -1.60 -1.12 -0.01 -0.345
O -2.53 -1.05 0.75 0.054
O -1.54 1.34 -1.39 0.107
O -1.34 -1.98 -0.76 0.111
H 2.24 -0.20 -1.63 0.092
H 0.66 -0.14 -2.65 0.137
H 1.24 1.27 -1.61 0.075
H 2.35 -1.13 0.58 0.088
H 0.97 -1.89 0.99 0.086
H 1.70 -2.07 -0.81 0.116
H -0.70 2.06 1.54 0.082
H -1.19 3.35 0.46 0.117
H -1.18 -0.16 2.21 0.124
H 0.35 -0.61 2.07 0.059

Please write out number 5 again, unchanged.
85
Properties=species:S:1:pos:R:3:lowdin_charge:R:1 method="wB97M-V/def2-TZVPD" total_energy_ha=-4319.02567 homo_energy_ev=-10.196 e_above_lowest_kcal_mol=0.00 mol_weight_g_mol=821.63 charge=+1
La -0.37 1.30 -0.08 1.517
C -4.25 -2.67 1.89 -0.074
C -3.74 -1.60 0.92 -0.699
C -3.30 -2.30 -0.38 -0.104
C -4.89 -0.65 0.57 -0.090
P -2.27 -0.63 1.53 1.061
C -1.13 -1.96 2.14 -0.289
N 0.14 -1.92 1.46 -0.049
B 0.73 -0.82 0.71 -0.595
N 2.01 -1.36 0.31 -0.052
C 3.05 -0.74 -0.48 -0.295
P 2.52 0.92 -1.09 1.046
C 3.41 2.14 0.00 -0.707
C 4.94 2.14 -0.11 -0.072
C 3.01 1.79 1.44 -0.097
C 2.90 3.56 -0.28 -0.093
C 3.06 0.96 -2.86 -0.706
C 2.10 0.05 -3.63 -0.108
C 2.93 2.38 -3.42 -0.089
C 4.50 0.47 -3.09 -0.072
C 2.15 -2.67 0.76 -0.178
C 3.19 -3.57 0.60 -0.011
C 3.05 -4.83 1.17 -0.087
C 1.91 -5.17 1.88 -0.088
C 0.87 -4.27 2.05 -0.010
C 1.00 -3.01 1.47 -0.177
C -2.65 0.41 3.02 -0.714
C -1.28 0.95 3.47 -0.104
C -3.32 -0.29 4.20 -0.072
C -3.49 1.62 2.60 -0.089
H -5.11 -3.16 1.43 0.095
H -4.58 -2.26 2.85 0.065
H -3.52 -3.45 2.09 0.076
H -4.11 -2.94 -0.70 0.097
H -2.41 -2.91 -0.25 0.085
H -3.10 -1.58 -1.17 0.022
H -5.63 -1.20 -0.02 0.095
H -4.56 0.21 -0.02 0.081
H -5.40 -0.28 1.46 0.073
H -1.62 -2.93 1.95 0.076
H -1.02 -1.90 3.22 0.100
H 3.29 -1.36 -1.35 0.089
H 3.99 -0.65 0.08 0.103
H 5.37 1.14 0.00 0.083
H 5.36 2.76 0.68 0.094
H 5.27 2.55 -1.06 0.074
H 3.29 0.78 1.75 0.087
H 1.93 1.87 1.61 0.039
H 3.47 2.50 2.12 0.099
H 3.17 3.93 -1.26 0.066
H 3.33 4.24 0.46 0.098
H 1.81 3.64 -0.19 0.060
H 1.08 0.41 -3.59 0.034
H 2.11 -0.98 -3.27 0.082
H 2.41 0.03 -4.68 0.097
H 1.95 2.81 -3.21 0.083
H 3.05 2.35 -4.50 0.096
H 3.69 3.05 -3.02 0.070
H 4.67 -0.55 -2.73 0.079
H 5.24 1.12 -2.63 0.066
H 4.70 0.46 -4.16 0.095
H 4.09 -3.31 0.05 0.108
H 3.85 -5.56 1.06 0.104
H 1.83 -6.16 2.31 0.104
H -0.01 -4.54 2.62 0.107
H -0.57 0.18 3.79 0.088
H -1.42 1.66 4.28 0.101
H -0.80 1.52 2.66 0.025
H -2.85 -1.24 4.45 0.083
H -4.37 -0.49 4.00 0.076
H -3.28 0.35 5.08 0.093
H -3.02 2.20 1.80 0.062
H -3.59 2.30 3.46 0.097
H -4.49 1.36 2.27 0.067
Cl -1.24 -0.69 -2.73 0.685
C -2.05 0.87 -2.98 -0.678
C -1.79 1.80 -2.01 -0.449
C -2.34 3.04 -2.16 -0.681
Cl -1.98 4.27 -0.89 0.586
C -3.17 3.38 -3.22 -0.707
Cl -3.86 4.94 -3.37 0.715
C -3.42 2.40 -4.20 -0.687
Cl -4.42 2.76 -5.53 0.722
C -2.85 1.12 -4.09 -0.703
Cl -3.12 -0.08 -5.28 0.721

Repeat the second record exactly.
9
Properties=species:S:1:pos:R:3:lowdin_charge:R:1 method="wB97M-V/def2-TZVPD" total_energy_ha=-458.55682 smiles=CC#CP homo_energy_ev=-9.026 e_above_lowest_kcal_mol=15.49 mol_weight_g_mol=72.05
C 0.40 -0.06 -0.20 -0.172
C -0.81 -0.02 -0.23 -0.482
C 1.87 -0.02 -0.14 -0.095
P -2.50 -0.42 -0.19 0.721
H 2.06 -0.15 0.93 0.078
H 2.15 -0.88 -0.78 0.088
H 2.39 0.86 -0.32 0.050
H -3.25 0.84 -0.32 -0.110
H -2.30 -0.14 1.24 -0.078